[1]
Here is the ion CH8N2P with charge +1 from the Open Molecules 2025 dataset. Energies are from the ωB97M-V functional and the def2-TZVPD basis.

```
! wB97M-V def2-TZVPD RIJCOSX def2/J DEFGRID3
* xyz 1 3
C -0.46 0.95 -0.04
N 0.96 -1.03 -0.03
N -1.25 -0.13 0.48
P 1.46 0.60 0.28
H -0.86 2.09 0.36
H -0.64 1.10 -1.11
H 1.22 -1.28 -0.97
H 1.56 -1.73 0.55
H -1.86 -0.53 -0.38
H -0.32 -0.92 0.51
H -1.83 -0.02 1.27
H 2.03 0.91 -0.91
*
```

Computed properties:
Relative energy (zero: lowest compared OMol25 entry of this formula, charge and spin) ... 50.8 kcal/mol
Kohn-Sham gap (alpha / beta) ... 6.089 / 8.569 eV

=====

[2]
Here is a cluster of 2 separate species, CH8N3Si in total from the Open Molecules 2025 dataset. Energies are from the ωB97M-V functional and the def2-TZVPD basis.

```
! wB97M-V def2-TZVPD RIJCOSX def2/J DEFGRID3
* xyz 1 1
C -0.53 0.03 0.81
N -1.51 -0.66 1.39
N -0.55 1.36 0.92
N 0.43 -0.56 0.13
Si 1.86 -0.11 -0.80
H -2.27 -0.19 1.84
H -1.57 -1.66 1.27
H -1.30 1.83 1.39
H 0.23 1.91 0.61
H 0.49 -2.19 0.65
H 3.01 -0.35 0.06
H 1.74 -0.90 -2.02
H 1.67 1.33 -1.07
*
```

Computed properties:
Relative energy (zero: lowest compared OMol25 entry of this formula, charge and spin) ... 94.7 kcal/mol
Kohn-Sham gap ... 9.037 eV

=====

[3]
Here is a cluster of 2 separate species, CH8NO in total from the Open Molecules 2025 dataset. Energies are from the ωB97M-V functional and the def2-TZVPD basis.

```
! wB97M-V def2-TZVPD RIJCOSX def2/J DEFGRID3
* xyz 0 2
C -0.89 1.37 -0.47
N -0.15 0.92 0.74
H -1.95 1.50 -0.21
H -0.59 2.39 -1.01
H -0.85 0.64 -1.29
H -0.85 0.68 1.56
H 0.45 1.74 1.11
H 0.54 0.11 0.57
H 1.07 -3.26 -1.05
H 2.08 -3.14 0.14
O 1.14 -2.94 -0.10
*
```

Computed properties:
Relative energy (zero: lowest compared OMol25 entry of this formula, charge and spin) ... 12.9 kcal/mol
Kohn-Sham gap (alpha / beta) ... 4.620 / 12.282 eV